Formula: C27H40Cl5N6O5PRuS
Source: OMol25
Level of theory: the ωB97M-V functional and the def2-TZVPD basis

Positions of all 86 atoms, in Å:
Ru 0.09 -0.66 -0.26
C 1.17 2.46 -1.26
N 0.48 3.22 -0.22
C -0.25 4.39 -0.72
C 0.27 2.70 0.98
N 0.43 1.35 1.18
C 0.92 0.93 2.35
C 1.78 1.70 3.20
C 2.24 1.19 4.37
C 1.87 -0.13 4.78
C 1.06 -0.90 4.00
C 0.57 -0.42 2.76
N -0.17 -1.16 1.90
C -1.02 -2.10 2.39
N -1.19 -3.25 1.73
C -2.48 -3.94 1.69
C -0.17 -3.75 0.82
N -1.75 -1.86 3.49
C -2.10 -2.93 4.44
C -2.11 -0.52 3.93
N -0.18 3.50 1.97
C 0.29 4.88 2.11
C -1.00 3.01 3.07
H 1.69 3.17 -1.91
H 0.46 1.89 -1.85
H 1.89 1.80 -0.81
H -0.75 4.10 -1.64
H 0.43 5.21 -0.93
H -1.00 4.71 0.00
H 2.10 2.68 2.88
H 2.91 1.77 4.99
H 2.26 -0.53 5.70
H 0.83 -1.92 4.30
H -2.42 -4.93 2.15
H -2.77 -4.06 0.65
H -3.25 -3.36 2.19
H 0.80 -3.79 1.31
H -0.08 -3.13 -0.08
H -0.46 -4.75 0.51
H -1.59 -3.85 4.17
H -3.17 -3.11 4.47
H -1.77 -2.62 5.43
H -2.03 0.17 3.09
H -1.47 -0.18 4.75
H -3.14 -0.53 4.27
H 1.09 5.08 1.40
H 0.68 5.00 3.13
H -0.51 5.60 1.97
H -1.45 2.06 2.81
H -1.80 3.73 3.25
H -0.42 2.91 3.99
Cl -2.29 -1.00 -0.58
C -2.43 -1.57 -2.24
C -3.69 -2.00 -2.65
C -3.82 -2.46 -3.95
C -2.73 -2.46 -4.80
C -1.50 -2.01 -4.35
Cl -0.17 -2.02 -5.46
C -1.31 -1.55 -3.04
S 0.29 -1.00 -2.51
H -4.53 -1.96 -1.97
H -4.78 -2.81 -4.30
H -2.82 -2.82 -5.81
Cl -3.64 4.34 -3.15
C -4.53 3.04 -2.49
Cl -6.13 3.33 -2.02
Cl -4.12 1.47 -3.02
C -3.18 2.07 0.14
O -4.17 1.99 0.71
O -2.16 2.11 -0.42
C 4.00 0.43 -1.65
O 3.36 -0.82 -1.38
P 2.35 -1.14 -0.20
O 2.56 -2.72 -0.12
C 2.62 -3.59 -1.28
O 3.06 -0.66 1.14
C 4.35 -1.17 1.55
H 5.01 0.20 -1.99
H 4.05 1.05 -0.76
H 3.46 0.95 -2.45
H 2.59 -4.60 -0.89
H 3.54 -3.42 -1.82
H 1.77 -3.41 -1.94
H 4.82 -0.39 2.14
H 4.97 -1.39 0.68
H 4.21 -2.07 2.14

**Charge**: +2
**Lowest unoccupied orbital energy (spin up / spin down)**: -0.1683 / -0.2834 hartree
**Multiplicity**: 5
**E**: -4892.5097 Eh
**Energy above the lowest of the compared OMol25 structures with the same formula, charge and spin**: 0.739 eV
**Gap between HOMO and LUMO (spin up / spin down)**: 7.7422 / 5.3173 eV

***

Formula: C27H40F3N2O8PS
Source: OMol25
Level of theory: the ωB97M-V functional and the def2-TZVPD basis

Positions of all 82 atoms, in Å:
C 1.34 5.06 -1.02
C -0.08 4.39 -0.67
C 0.07 2.84 -0.44
C 0.53 2.02 -1.59
N 0.77 2.71 -2.83
C 0.72 0.57 -1.52
P 1.31 -0.52 -2.90
C 0.14 -2.01 -3.11
C 1.07 -3.27 -3.36
C 1.28 0.33 -4.57
C 2.66 1.12 -4.89
C 0.45 -0.05 -0.20
C -0.02 0.76 0.95
C -0.24 2.21 0.85
C -0.73 3.09 2.03
C -2.17 3.72 1.84
C -3.20 2.79 1.10
S -3.85 3.50 -0.47
O -3.63 2.60 -1.60
O -3.26 4.80 -0.80
O -5.48 3.75 -0.33
C -0.29 0.00 2.28
O -0.05 0.44 3.38
C -0.88 -1.44 2.10
N -1.82 -1.97 3.04
C -0.47 -2.19 1.04
C -1.02 -3.62 0.75
O -1.04 -3.80 -0.68
C -1.69 -4.95 -1.04
F -0.96 -6.03 -0.64
F -2.98 -5.04 -0.60
F -1.77 -4.94 -2.41
C 0.60 -1.59 0.06
O 1.48 -2.28 -0.40
H 1.31 5.40 -2.09
H 2.16 4.31 -0.95
H 1.53 5.96 -0.38
H -0.44 4.92 0.24
H -0.78 4.57 -1.52
H 0.04 3.39 -3.04
H 1.70 3.13 -2.78
H -0.50 -1.90 -4.03
H -0.57 -2.13 -2.26
H 0.62 -4.21 -2.96
H 1.33 -3.42 -4.44
H 2.04 -3.06 -2.82
H 0.41 1.03 -4.62
H 1.21 -0.44 -5.39
H 3.26 1.35 -3.97
H 2.36 2.06 -5.44
H 3.27 0.54 -5.63
H -0.01 3.96 2.09
H -0.70 2.60 3.03
H -2.58 3.89 2.87
H -2.10 4.75 1.39
H -4.10 2.68 1.76
H -2.85 1.75 0.89
H -5.64 4.70 -0.16
H -2.77 -2.01 2.67
H -1.77 -1.45 3.92
H -2.05 -3.65 1.20
H -0.44 -4.42 1.28
C -0.82 -4.83 5.50
C -2.31 -4.96 5.30
C -2.85 -6.34 5.02
O -3.03 -3.99 5.36
H -0.56 -3.79 5.68
H -0.50 -5.43 6.36
H -0.29 -5.16 4.60
H -2.63 -7.00 5.86
H -2.42 -6.73 4.11
H -3.93 -6.28 4.90
C 4.18 0.68 -0.11
C 4.57 1.82 -1.02
C 5.70 2.70 -0.58
O 3.99 2.00 -2.08
H 3.35 0.13 -0.56
H 5.02 0.00 0.02
H 3.86 1.08 0.85
H 6.61 2.12 -0.47
H 5.45 3.19 0.37
H 5.87 3.47 -1.33

**Lowest unoccupied orbital energy**: -0.0252 hartree
**E**: -2803.2890 Eh
**Energy above the lowest of the compared OMol25 structures with the same formula, charge and spin**: 0.000 eV
**Gap between HOMO and LUMO**: 6.5107 eV

***

Formula: C27H40F5N4S2Si4TeZr
Source: OMol25
Level of theory: the ωB97M-V functional and the def2-TZVPD basis

Positions of all 84 atoms, in Å:
Zr -0.49 0.56 -1.23
F -6.68 -0.55 1.56
C -5.73 0.05 0.85
C -4.58 -0.63 0.50
F -4.40 -1.89 0.88
C -3.62 0.03 -0.24
F -2.49 -0.69 -0.55
C -3.72 1.34 -0.65
S -2.47 2.20 -1.58
C -4.89 1.99 -0.29
F -5.09 3.26 -0.65
C -5.89 1.37 0.44
F -6.99 2.02 0.77
C 1.47 1.47 -1.80
C 0.92 1.63 -3.16
C -0.02 2.62 -3.46
C -0.69 2.64 -4.68
C -0.42 1.66 -5.62
C 0.58 0.70 -5.38
C 1.23 0.69 -4.17
C -1.23 1.55 -6.81
N -1.94 1.39 -7.70
H 1.60 2.40 -1.25
H 2.38 0.88 -1.76
H -0.21 3.41 -2.74
H -1.43 3.40 -4.90
H 0.82 -0.03 -6.14
H 1.99 -0.05 -3.97
C 0.72 -1.91 0.03
Si 0.90 -1.94 1.93
C -0.61 -2.82 2.56
C 2.44 -2.92 2.31
Si 1.06 0.27 2.64
Te -0.72 1.54 1.33
Si 3.16 1.18 2.16
C 4.26 0.97 3.65
C 2.94 2.99 1.78
C 3.93 0.30 0.69
Si 0.35 0.56 4.85
C 0.50 2.38 5.21
C 1.45 -0.42 5.98
C -1.42 0.02 4.99
H 0.26 -2.83 -0.35
H 1.66 -1.73 -0.50
H 0.01 -1.12 -0.22
H -0.63 -3.84 2.16
H -1.52 -2.31 2.26
H -0.62 -2.90 3.65
H 2.34 -3.94 1.92
H 2.61 -2.99 3.38
H 3.32 -2.46 1.85
H 3.86 1.51 4.51
H 5.26 1.36 3.44
H 4.36 -0.08 3.93
H 2.54 3.52 2.66
H 2.23 3.14 0.97
H 3.89 3.45 1.51
H 4.54 -0.55 1.01
H 4.58 0.99 0.14
H 3.17 -0.07 0.00
H 1.54 2.71 5.18
H 0.10 2.61 6.21
H -0.07 2.98 4.48
H 2.50 -0.15 5.87
H 1.35 -1.50 5.80
H 1.16 -0.24 7.02
H -2.04 0.50 4.23
H -1.81 0.28 5.97
H -1.52 -1.06 4.87
C 1.65 -3.13 -3.77
C 0.18 -3.50 -3.65
C -0.72 -2.30 -3.67
N -0.68 -1.33 -2.82
N -1.59 -0.34 -3.07
C -2.35 -0.55 -4.10
N -3.35 0.26 -4.46
S -1.93 -2.03 -4.89
H 2.28 -4.01 -3.65
H 1.94 -2.41 -3.00
H 1.87 -2.69 -4.75
H -0.01 -4.03 -2.72
H -0.11 -4.18 -4.46
H -3.44 1.12 -3.93
H -3.75 0.22 -5.38

**Charge**: +1
**Lowest unoccupied orbital energy**: -0.1403 hartree
**E**: -4040.5337 Eh
**Energy above the lowest of the compared OMol25 structures with the same formula, charge and spin**: 0.000 eV
**Gap between HOMO and LUMO**: 6.4964 eV